No. 1
C6H14N2O2 | ωB97M-V/def2-TZVPD

XYZ file:
```
24
C6H14N2O2, DFT ωB97M-V/def2-TZVPD
C 1.16507 1.39473 1.73242
N 1.03628 2.39974 0.69388
C 0.67992 1.92011 -0.59239
C 0.88234 2.86456 -1.71689
O 0.50249 0.72711 -0.69427
H 1.63482 0.47884 1.38144
H 1.77663 1.81288 2.54114
H 0.23049 1.07228 2.18294
H 0.86297 3.32299 1.04631
H 0.35128 3.78806 -1.64144
H 1.89184 3.23424 -1.87845
H 0.45544 2.41319 -2.63790
C -0.55342 -2.59864 1.73137
N -0.66691 -1.78609 0.51399
C -1.16489 -2.38819 -0.59896
C -1.38235 -1.59416 -1.84773
O -1.44055 -3.58240 -0.52099
H -0.46969 -1.96772 2.62822
H -1.50041 -3.11378 2.01878
H 0.23639 -3.32053 1.79838
H -0.31728 -0.83032 0.50552
H -0.89922 -0.60744 -1.86951
H -0.87661 -2.10094 -2.66256
H -2.43462 -1.53853 -2.11332
```

As for the total charge: 0. Its gap between HOMO and LUMO is 9.62 eV. As for the HOMO energy: -9.04 eV. The value obtained for the molar mass is 146.19 g/mol. The total energy is -497.01999 Eh. As for the LUMO energy: 0.021 Eh.



No. 2
C6H14N2O2 | ωB97M-V/def2-TZVPD

XYZ file:
```
24
C6H14N2O2, DFT ωB97M-V/def2-TZVPD
C -0.69025 2.70903 -1.60867
N -1.85431 2.19504 -0.95227
C -1.87763 0.87681 -0.56330
C -2.71929 0.62688 0.73345
O -1.37201 0.02219 -1.17936
H -0.08860 1.98313 -2.26839
H -1.07408 3.46747 -2.19531
H 0.10199 3.15844 -0.89266
H -2.55913 2.97419 -0.68762
H -2.32873 0.94671 1.66946
H -3.75649 0.98682 0.81675
H -3.02582 -0.43924 0.59977
C 1.40664 -2.60729 -1.03765
N 1.25023 -2.02231 0.27139
C 2.32176 -1.35520 0.77216
C 2.06175 -0.75086 2.13537
O 3.36383 -1.25495 0.14765
H 2.55523 -2.88993 -1.09151
H 0.77527 -3.49734 -1.05792
H 1.24014 -1.82463 -1.87000
H 0.36976 -1.93117 0.65929
H 1.05154 -0.87808 2.53067
H 2.85090 -0.79162 2.87440
H 1.99730 0.29589 2.19430
```

As for the total charge: 0. Its gap between HOMO and LUMO is 9.88 eV. As for the HOMO energy: -9.30 eV. The value obtained for the molar mass is 146.19 g/mol. The total energy is -496.96537 Eh. As for the LUMO energy: 0.021 Eh.



Result set for ΔE to the lowest compared entry with this formula, charge and spin: 23.6, 57.8 kcal/mol, one per record in the order listed.